(1)
{"formula": "C2ClF2O2", "method": "ωB97M-V/def2-TZVPD", "total_charge": -1, "total_energy_ha": -886.65909, "multiplicity": 1, "homo_lumo_gap_ev": 6.6, "lumo_energy_ev": 3.55, "e_above_lowest_kj_mol": 86.6, "symbols": ["C", "C", "O", "O", "F", "F", "Cl"], "xyz": [[0.90788, 0.58029, -1.75107], [-0.98926, -0.87162, 1.47735], [1.27923, 1.54285, -1.24835], [0.66058, -0.34543, -2.38336], [-1.00240, 0.03830, 2.54428], [0.37865, -1.18902, 1.40051], [-1.23468, 0.24464, -0.03936]], "atomic_forces_ev_per_a": [[0.221, 0.059, -0.205], [-0.199, -1.143, 0.968], [0.497, 1.275, 0.746], [-0.365, -1.287, -0.775], [0.188, 0.133, -0.248], [-0.004, 0.298, -0.059], [-0.338, 0.665, -0.427]], "mulliken_charge": [0.72, -0.26, -0.39, -0.39, -0.18, -0.19, -0.31]}

***

(2)
{"formula": "C2H6O", "method": "ωB97M-V/def2-TZVPD", "total_energy_ha": -155.00453, "multiplicity": 1, "homo_lumo_gap_ev": 11.4, "lumo_energy_ev": 1.12, "e_above_lowest_kj_mol": 55.9, "smiles": "CCO", "symbols": ["C", "C", "O", "H", "H", "H", "H", "H", "H"], "xyz": [[-0.13313, 0.21042, 1.17084], [0.61605, -0.09221, -0.16135], [-0.39877, -0.07509, -1.16581], [0.00791, -0.55080, 1.95175], [-1.19066, 0.15510, 0.89083], [0.06781, 1.19559, 1.70269], [1.37768, 0.64979, -0.55446], [1.17415, -1.09683, -0.03814], [-1.14426, -0.46141, -0.68313]], "atomic_forces_ev_per_a": [[0.671, 0.745, 0.852], [0.999, 0.023, 0.203], [0.183, -0.827, 0.225], [0.208, 0.053, -0.365], [0.034, 0.401, 0.555], [-0.232, -1.030, -1.065], [-0.813, -0.670, 1.033], [-0.980, 1.272, -0.546], [-0.071, 0.033, -0.892]], "mulliken_charge": [-0.86, -0.07, -0.51, 0.27, 0.25, 0.22, 0.25, 0.17, 0.29]}

***

(3)
{"formula": "C4H6S3", "method": "ωB97M-V/def2-TZVPD", "total_energy_ha": -1350.52928, "multiplicity": 1, "homo_lumo_gap_ev": 8.1, "lumo_energy_ev": -0.70, "e_above_lowest_kj_mol": 46.8, "smiles": "CSC(=S)CC=S", "symbols": ["C", "S", "C", "S", "C", "C", "S", "H", "H", "H", "H", "H", "H"], "xyz": [[-2.54752, -0.30090, -0.59593], [-0.93654, -0.98439, -0.08173], [0.06482, 0.46920, 0.17547], [-0.45100, 1.94660, -0.24706], [1.37762, 0.26622, 0.89647], [2.33994, -0.46293, -0.05832], [3.77185, 0.10696, -0.57040], [-3.31716, -1.09083, -0.54321], [-2.84192, 0.51183, 0.06771], [-2.53909, 0.09835, -1.62848], [1.32512, -0.38760, 1.76304], [1.81244, 1.24637, 1.23064], [1.94141, -1.41888, -0.40818]], "atomic_forces_ev_per_a": [[-0.161, 0.107, -0.560], [0.103, 0.520, 0.164], [-1.207, -0.032, 0.319], [0.219, 0.059, -0.032], [1.413, 0.211, -0.645], [0.360, 0.835, 0.023], [-0.946, -0.438, 0.375], [0.635, 0.094, 0.081], [0.161, -0.074, 0.062], [0.242, -0.262, 0.567], [-0.515, -0.138, 0.211], [-0.514, -0.924, -0.538], [0.207, 0.042, -0.027]], "mulliken_charge": [-0.88, 0.01, 0.29, -0.26, -0.61, -0.18, -0.21, 0.32, 0.32, 0.31, 0.28, 0.34, 0.28]}

***

(4)
{"formula": "C5H4F2", "method": "ωB97M-V/def2-TZVPD", "total_energy_ha": -392.54217, "multiplicity": 1, "homo_lumo_gap_ev": 11.2, "lumo_energy_ev": 0.80, "e_above_lowest_kj_mol": 190.1, "smiles": "C#CC(F)(F)C=C", "symbols": ["C", "C", "C", "F", "F", "C", "C", "H", "H", "H", "H"], "xyz": [[1.07801, -1.77389, -1.45937], [0.36471, -0.88743, -1.13479], [-0.53517, 0.14504, -0.58871], [-0.16165, 1.36008, -1.22571], [-1.75382, -0.12749, -1.15095], [-0.59542, 0.19060, 0.93212], [0.14097, 1.18474, 1.53127], [1.70744, -2.58488, -1.88825], [-1.18997, -0.58178, 1.46029], [0.13893, 1.27554, 2.66127], [0.80597, 1.79947, 0.86284]], "atomic_forces_ev_per_a": [[1.808, -2.332, -1.392], [-0.654, 1.123, 1.120], [0.179, -0.030, -1.707], [-0.229, -1.009, 1.466], [-0.403, 0.132, 0.641], [1.358, 2.300, 0.454], [-0.781, -1.788, -0.265], [-0.916, 1.234, 0.774], [0.396, 0.722, -0.553], [0.190, 0.048, -1.672], [-0.946, -0.401, 1.135]], "mulliken_charge": [0.38, -0.95, 0.83, -0.29, -0.27, -0.35, -0.56, 0.40, 0.32, 0.25, 0.23]}

***

(5)
{"formula": "C3H5O4Sm", "method": "ωB97M-V/def2-TZVPD", "total_charge": 2, "total_energy_ha": -1075.56097, "multiplicity": 6, "homo_lumo_gap_ev": [5.6, 8.3], "lumo_energy_ev": [-12.60, -9.89], "e_above_lowest_kj_mol": 67.4, "symbols": ["O", "C", "C", "O", "O", "C", "Sm", "H", "H", "H", "H", "O", "H"], "xyz": [[0.80944, 0.39021, -0.53839], [-0.28991, 0.71047, 0.11557], [1.49368, -0.68481, 0.12963], [-0.79773, 1.84118, -0.02662], [-0.40273, 0.06047, 1.25726], [0.71693, -0.82689, 1.44167], [-2.30811, 2.63907, -1.92844], [2.53284, -0.37266, 0.27293], [1.45367, -1.57855, -0.50126], [1.28210, -0.49762, 2.31903], [0.32282, -1.83462, 1.60638], [-2.14059, 0.43233, -2.25309], [-2.67242, -0.27860, -1.89468]], "atomic_forces_ev_per_a": [[-1.275, 0.143, -0.791], [3.588, 1.048, 2.657], [0.483, -0.674, 0.073], [-2.618, 0.260, -2.363], [-1.207, 0.361, -0.980], [0.281, -0.796, 0.147], [1.747, -4.068, 1.152], [-0.287, -0.058, -0.098], [0.006, 0.254, 0.118], [-0.277, 0.047, -0.177], [0.150, 0.266, 0.000], [-0.289, 3.892, 0.151], [-0.303, -0.674, 0.110]], "lowdin_spin": [0.00, 0.00, 0.00, -0.03, 0.00, 0.00, 5.36, 0.00, 0.00, 0.00, 0.00, -0.32, -0.01]}

***

(6)
{"formula": "C13H16BrN2OPtSSi", "method": "ωB97M-V/def2-TZVPD", "total_charge": 1, "total_energy_ha": -4070.45107, "multiplicity": 3, "homo_lumo_gap_ev": [6.8, 6.2], "lumo_energy_ev": [-3.65, -5.19], "e_above_lowest_kj_mol": 81.3, "symbols": ["Pt", "C", "Si", "C", "C", "C", "C", "C", "C", "N", "C", "S", "H", "H", "H", "H", "H", "H", "H", "H", "H", "H", "H", "H", "O", "C", "C", "C", "N", "C", "Br", "C", "H", "H", "H", "H"], "xyz": [[-2.47788, -0.68829, -1.17377], [1.91573, 4.59325, 0.06201], [1.91337, 2.77092, -0.30299], [3.16438, 1.80555, 0.77149], [2.14413, 2.27497, -2.12255], [0.21102, 2.07526, 0.23068], [0.02752, 2.19386, 1.58020], [-0.95858, 1.45686, 2.25431], [-1.72703, 0.58377, 1.53703], [-1.51917, 0.38183, 0.18875], [-0.71614, 1.25052, -0.50115], [-1.06336, 1.07130, -2.19432], [2.91602, 5.02888, -0.07037], [1.56814, 4.77201, 1.09819], [1.24306, 5.18820, -0.57253], [4.20136, 2.08060, 0.55974], [3.11503, 0.72635, 0.52161], [2.97122, 1.90589, 1.89022], [3.08416, 2.73001, -2.52173], [1.27122, 2.58134, -2.69667], [2.15987, 1.14477, -2.15758], [0.68278, 2.82623, 2.16433], [-1.05989, 1.53641, 3.32626], [-2.49394, -0.04266, 1.97253], [-1.41982, -6.47326, 0.06836], [-1.58948, -5.17385, -0.18362], [-0.63896, -4.19430, 0.27150], [-0.92884, -2.86727, 0.11415], [-2.06684, -2.49307, -0.43627], [-2.91455, -3.37890, -1.00523], [-4.31923, -2.30460, -2.05285], [-2.73882, -4.71954, -0.85700], [-0.48537, -6.72520, 0.24363], [0.33452, -4.48124, 0.73511], [-0.27282, -2.06193, 0.44469], [-3.53282, -5.37468, -1.18616]], "atomic_forces_ev_per_a": [[-1.082, 2.453, -2.227], [-0.112, 0.532, 0.189], [0.015, -0.643, -0.796], [-0.508, -0.198, 0.743], [0.494, -0.429, 0.711], [-0.016, -0.205, -1.505], [-0.700, -0.784, 0.730], [0.060, 0.312, 0.044], [0.478, -0.883, -1.146], [0.802, 3.416, 2.336], [0.553, -0.339, 1.929], [-0.006, -0.796, 0.100], [-0.183, -0.135, 0.224], [0.375, -0.040, -0.372], [0.085, -0.371, 0.001], [-0.114, 0.251, 0.111], [-0.190, 0.459, 0.151], [0.315, -0.055, -1.400], [-0.779, -0.576, 0.084], [0.185, 0.202, -0.194], [0.275, 1.178, -0.115], [0.080, 0.013, 0.039], [-0.255, 0.070, 0.003], [0.099, -0.036, 0.122], [0.223, -0.147, -0.491], [1.413, 1.242, 0.878], [0.297, -1.441, -0.086], [0.351, -0.369, 0.523], [-1.035, -1.456, -1.498], [0.540, 1.381, 0.682], [1.042, -1.922, 0.969], [-1.025, -0.594, -0.181], [-0.811, 0.463, 0.007], [-1.053, 0.081, -0.400], [-0.115, -0.263, -0.029], [0.302, -0.370, -0.137]], "lowdin_spin": [1.16, 0.00, 0.00, 0.00, 0.01, 0.01, 0.00, 0.01, 0.02, 0.14, 0.03, 0.35, 0.00, 0.00, 0.00, 0.00, 0.00, 0.00, 0.00, 0.01, 0.00, 0.00, 0.00, 0.00, 0.00, 0.01, 0.00, 0.02, 0.12, 0.02, 0.08, 0.00, 0.00, 0.00, 0.00, 0.00]}

***

(7)
{"formula": "C4H12S", "method": "ωB97M-V/def2-TZVPD", "total_energy_ha": -557.68781, "multiplicity": 1, "homo_lumo_gap_ev": 9.7, "lumo_energy_ev": 0.84, "e_above_lowest_kj_mol": 216.9, "smiles": "CCS.CC", "symbols": ["C", "C", "S", "H", "H", "H", "H", "H", "H", "C", "C", "H", "H", "H", "H", "H", "H"], "xyz": [[-1.19407, -0.99901, -1.44696], [-0.68429, -0.52995, -0.05400], [-1.63553, -1.54058, 1.08349], [-0.76292, -2.09377, -1.69621], [-0.95351, -0.24087, -2.27105], [-2.28999, -1.03357, -1.69429], [0.34457, -0.66229, 0.17878], [-1.11851, 0.47676, 0.05913], [-2.45688, -0.49278, 1.19605], [2.54238, 1.55183, -0.78325], [2.44772, 2.67946, 0.31162], [2.10609, 0.54973, -0.42898], [2.01389, 1.68184, -1.66864], [3.55607, 1.43262, -1.02391], [1.23840, 3.06861, 0.50036], [2.91780, 2.26350, 1.17333], [2.90309, 3.48559, 0.17506]], "atomic_forces_ev_per_a": [[1.381, -0.839, -2.620], [-2.933, -0.167, -1.701], [-0.403, 0.107, 1.242], [-0.919, 2.611, 0.319], [0.717, -1.125, 0.892], [0.712, -0.223, 1.514], [0.794, 0.287, -0.383], [1.168, -0.149, 0.237], [-0.548, -0.518, 0.520], [-1.165, -0.581, 2.656], [-7.424, -6.350, 0.508], [0.932, 1.476, -0.011], [-0.956, 0.951, -1.633], [1.480, -0.478, -0.369], [3.466, -1.505, -0.183], [-0.344, -0.327, 1.141], [4.041, 6.827, -2.129]], "mulliken_charge": [-0.82, -0.33, -0.21, 0.25, 0.27, 0.31, 0.17, 0.21, 0.13, -0.70, -0.92, 0.05, 0.32, 0.35, 0.16, 0.27, 0.47]}

***

(8)
{"formula": "C34H35Cl5HoN6O3P", "method": "ωB97M-V/def2-TZVPD", "total_charge": 2, "total_energy_ha": -5460.73400, "multiplicity": 5, "homo_lumo_gap_ev": [7.1, 7.2], "lumo_energy_ev": [-5.35, -5.26], "symbols": ["Ho", "C", "O", "C", "C", "C", "C", "C", "C", "N", "C", "N", "C", "C", "C", "C", "C", "C", "O", "C", "N", "C", "C", "C", "C", "C", "C", "O", "C", "H", "H", "H", "H", "H", "H", "H", "H", "H", "H", "H", "H", "H", "H", "H", "H", "H", "H", "H", "H", "H", "H", "Cl", "C", "C", "C", "Cl", "C", "Cl", "C", "Cl", "C", "Cl", "C", "N", "C", "N", "C", "N", "C", "P", "C", "C", "H", "H", "H", "H", "H", "H", "H", "H", "H", "H", "H", "H", "H"], "xyz": [[-0.50052, -0.78872, 0.76861], [0.86898, 6.01219, -1.55916], [0.37123, 5.95062, -0.21834], [1.31283, 5.55869, 0.69859], [2.08546, 6.48784, 1.37062], [2.98929, 6.06442, 2.33427], [3.09986, 4.71344, 2.63686], [2.30755, 3.78095, 1.98306], [1.42283, 4.20336, 0.99882], [0.52040, 3.34159, 0.31451], [0.66616, 2.03126, 0.04100], [1.92721, 1.58550, -0.03980], [2.48884, 0.27500, 0.01977], [1.76727, -0.89972, 0.22053], [2.52895, -2.07915, 0.31359], [3.90554, -2.09630, 0.20113], [4.59586, -0.90532, -0.00296], [3.89257, 0.28220, -0.08315], [4.45916, 1.50466, -0.24235], [5.88277, 1.57877, -0.32820], [-0.38405, 1.23460, -0.16395], [-1.69456, 1.78269, 0.02054], [-2.33040, 1.66510, 1.25157], [-3.63541, 2.10889, 1.42936], [-4.28781, 2.69912, 0.36398], [-3.65576, 2.85787, -0.86798], [-2.35729, 2.40110, -1.05140], [-1.64517, 2.51587, -2.19377], [-2.23445, 3.25592, -3.26397], [0.07286, 6.42693, -2.17086], [1.13531, 5.01646, -1.92459], [1.74419, 6.66070, -1.61439], [1.96607, 7.53733, 1.13247], [3.59620, 6.79070, 2.85818], [3.79113, 4.38213, 3.40029], [2.37382, 2.73311, 2.25139], [-0.36539, 3.76641, 0.07732], [2.63285, 2.31119, -0.01777], [2.02725, -3.02239, 0.52467], [4.45958, -3.02283, 0.28832], [5.67356, -0.91186, -0.07944], [6.12359, 2.62862, -0.45300], [6.24752, 1.01540, -1.18762], [6.34554, 1.20443, 0.58589], [-1.77177, 1.28292, 2.10278], [-4.12033, 2.01269, 2.39178], [-5.30034, 3.06181, 0.48606], [-4.18112, 3.34890, -1.67440], [-1.48992, 3.28684, -4.05187], [-2.47609, 4.27249, -2.94974], [-3.13537, 2.76346, -3.63285], [-3.72997, -1.61766, 0.84611], [-3.10392, -1.60451, 2.50503], [-1.73794, -1.52117, 2.57476], [-1.19942, -1.31809, 3.81883], [0.52511, -0.95494, 3.76455], [-1.94489, -1.30385, 4.98727], [-1.19563, -1.07996, 6.50776], [-3.33472, -1.45560, 4.87074], [-4.30794, -1.45100, 6.27469], [-3.93697, -1.58005, 3.60884], [-5.63758, -1.67948, 3.43627], [-2.00960, -6.19088, -1.81295], [-2.09957, -4.87369, -2.60767], [-0.90116, -4.81776, -3.57450], [0.31996, -4.95792, -2.86530], [0.34162, -6.21452, -2.11557], [-0.75795, -6.28493, -1.15076], [-0.60794, -5.34943, -0.03934], [-0.57241, -3.58643, -0.63523], [-2.11078, -3.68958, -1.68672], [0.64822, -3.80414, -2.02502], [-2.12517, -6.98945, -2.54363], [-2.84400, -6.20163, -1.11408], [-2.96364, -4.88266, -3.15188], [-0.95597, -3.86430, -4.09621], [-1.04369, -5.63508, -4.27917], [1.28990, -6.30453, -1.59060], [0.25208, -7.04750, -2.81229], [0.31911, -5.56108, 0.49353], [-1.42469, -5.47334, 0.67265], [-2.20470, -2.78805, -2.29252], [-2.98747, -3.75775, -1.04324], [1.64090, -3.93523, -1.59740], [0.68432, -2.89162, -2.62138]], "atomic_forces_ev_per_a": [[0.148, -0.321, -0.687], [0.016, 0.044, 0.012], [-0.083, -0.021, -0.122], [0.029, 0.051, 0.026], [0.071, 0.027, 0.018], [0.000, -0.040, 0.002], [-0.010, 0.046, -0.015], [0.026, -0.053, 0.030], [0.000, -0.031, -0.169], [-0.214, -0.008, 0.085], [0.233, 0.113, -0.243], [0.079, -0.174, 0.134], [-0.144, 0.089, -0.082], [0.028, 0.094, 0.224], [-0.037, 0.047, 0.007], [0.020, -0.011, -0.034], [0.026, -0.049, 0.009], [0.064, -0.027, -0.050], [0.113, 0.031, -0.036], [-0.036, -0.015, 0.022], [0.166, 0.300, 0.413], [0.230, -0.012, 0.064], [-0.006, 0.091, -0.093], [-0.023, -0.056, 0.054], [-0.021, 0.015, -0.038], [-0.024, 0.001, 0.028], [-0.153, -0.050, -0.040], [0.013, 0.075, -0.074], [0.005, -0.030, 0.045], [-0.019, 0.003, 0.006], [0.006, -0.026, 0.019], [0.001, 0.020, 0.005], [-0.006, -0.025, 0.006], [-0.009, -0.022, -0.010], [-0.018, 0.007, -0.011], [-0.006, 0.048, 0.011], [-0.025, 0.004, 0.035], [0.028, -0.014, -0.021], [0.008, -0.053, 0.054], [-0.005, 0.020, 0.005], [-0.023, -0.008, 0.003], [-0.021, 0.029, -0.004], [-0.005, 0.001, -0.014], [-0.008, -0.006, 0.008], [0.013, -0.017, 0.109], [0.017, 0.006, -0.021], [0.032, -0.001, -0.011], [-0.009, -0.016, 0.015], [0.028, -0.013, -0.011], [0.006, 0.007, 0.017], [-0.010, -0.014, 0.001], [-0.177, -0.117, 0.007], [0.121, -0.068, -0.154], [-0.307, -0.060, 0.355], [0.033, -0.070, -0.052], [0.039, 0.004, 0.131], [0.037, 0.058, 0.074], [-0.022, 0.007, 0.018], [0.009, -0.011, -0.009], [-0.007, -0.001, 0.010], [-0.095, -0.016, 0.013], [-0.029, -0.002, 0.036], [0.083, 0.056, 0.041], [-0.008, 0.003, 0.042], [0.076, 0.032, 0.078], [-0.016, -0.027, 0.013], [-0.021, 0.065, 0.031], [0.000, -0.048, -0.049], [0.036, 0.168, 0.050], [-0.124, 0.164, -0.349], [0.061, -0.034, 0.064], [-0.118, -0.087, 0.098], [0.007, -0.034, -0.028], [-0.016, 0.014, 0.023], [-0.006, 0.017, -0.015], [-0.017, 0.034, -0.015], [-0.001, -0.054, -0.008], [0.009, 0.003, 0.014], [-0.017, -0.012, -0.024], [0.019, -0.026, 0.003], [-0.019, -0.023, 0.017], [-0.020, 0.005, -0.052], [-0.042, -0.016, 0.012], [0.042, 0.007, -0.014], [-0.003, 0.012, -0.043]], "lowdin_spin": [4.04, 0.00, 0.00, 0.00, 0.00, 0.00, 0.00, 0.00, 0.00, 0.00, 0.00, 0.00, 0.00, -0.01, 0.00, 0.00, 0.00, 0.00, 0.00, 0.00, -0.01, 0.00, 0.00, 0.00, 0.00, 0.00, 0.00, 0.00, 0.00, 0.00, 0.00, 0.00, 0.00, 0.00, 0.00, 0.00, 0.00, 0.00, 0.00, 0.00, 0.00, 0.00, 0.00, 0.00, 0.00, 0.00, 0.00, 0.00, 0.00, 0.00, 0.00, 0.00, 0.00, -0.01, 0.00, 0.00, 0.00, 0.00, 0.00, 0.00, 0.00, 0.00, 0.00, 0.00, 0.00, 0.00, 0.00, 0.00, 0.00, 0.00, 0.00, 0.00, 0.00, 0.00, 0.00, 0.00, 0.00, 0.00, 0.00, 0.00, 0.00, 0.00, 0.00, 0.00, 0.00]}